Entry 1:
37
Properties=species:S:1:pos:R:3:forces:R:3 method="wB97M-V/def2-TZVPD" homo_ev="-18.32 / -19.71" energy_ha=-2040.1939 orbital_gap_ev="5.80 / 5.25" max_force_ha_per_bohr=0.098 multiplicity=5 total_charge=+3
C 0.007 1.858 -1.567 -0.0954 -4.2838 -0.2403
C 0.001 2.395 -0.180 0.0503 4.8616 -1.2556
H 0.031 2.663 -2.270 0.0140 0.8792 -0.3358
H -0.839 1.078 -1.834 0.6293 2.1037 0.8380
H 0.829 1.047 -1.821 -0.5644 2.1066 0.8449
O 0.003 3.360 0.442 -0.0286 -3.7841 -1.1327
I -0.015 0.936 4.105 -0.0290 -0.0214 2.0510
Ru -0.005 -0.753 -0.602 -0.0109 -0.6181 0.9953
P 2.252 -0.387 0.079 1.4799 0.5602 -0.5961
C 3.034 0.656 1.372 -0.4548 0.0983 0.0118
C 2.668 -2.043 0.440 0.7536 -0.3765 0.2105
H 3.761 -2.092 0.395 -0.0146 -0.4032 0.0354
H 4.166 -0.171 -1.276 0.0477 0.1447 -0.3087
H 2.201 -2.665 -0.312 0.1267 -0.4758 -0.0269
H 2.710 -0.646 -2.230 0.2325 0.0985 -0.1486
H 2.874 0.225 2.376 0.0768 0.1315 -0.4502
H 2.337 -2.287 1.440 -0.1055 -0.3488 0.2188
C 3.108 0.028 -1.469 -0.3094 0.2632 0.3460
H 4.125 0.688 1.170 -0.5905 -0.0411 0.0408
H 2.949 1.085 -1.745 0.3090 -0.4500 0.0078
H 2.625 1.679 1.347 0.3366 -0.2522 0.0523
P -2.253 -0.359 0.080 -1.4723 0.5342 -0.6131
C -3.022 0.696 1.371 0.4735 0.0947 0.0083
C -3.108 0.058 -1.468 0.3144 0.2682 0.3621
H -2.230 -2.640 -0.304 -0.1316 -0.4654 -0.0236
H -3.782 -2.047 0.404 0.0003 -0.3995 0.0371
H -2.359 -2.256 1.447 0.1011 -0.3496 0.2227
C -2.689 -2.010 0.447 -0.7339 -0.3388 0.2097
H -2.715 -0.621 -2.228 -0.2321 0.0974 -0.1456
H -4.166 -0.132 -1.272 -0.0546 0.1445 -0.3137
H -4.112 0.739 1.169 0.5872 -0.0417 0.0523
H -2.602 1.714 1.343 -0.3415 -0.2385 0.0478
H -2.941 1.113 -1.747 -0.3169 -0.4442 0.0073
H -2.864 0.267 2.377 -0.0839 0.1202 -0.4505
Cl -0.012 -2.290 -2.197 -0.0023 -0.2565 -0.6369
O 0.027 1.012 1.773 -0.0447 -1.9268 -1.8140
C 0.008 0.105 0.945 0.0843 3.0095 1.8923

=====

Entry 2:
20
Properties=species:S:1:pos:R:3:forces:R:3 method="wB97M-V/def2-TZVPD" homo_ev="-7.66 / -7.68" energy_ha=-473.5216 orbital_gap_ev="7.12 / 7.53" max_force_ha_per_bohr=0.063 multiplicity=1
C 1.783 -0.385 1.039 -0.1304 -0.5114 -0.4750
C -0.570 0.399 1.576 -0.3568 -0.0640 -0.5898
C 0.492 0.215 0.516 0.8636 2.9456 0.4293
O -0.121 2.303 -0.209 0.1975 -0.9837 -0.1367
N 0.742 1.252 -0.362 0.1440 -0.7442 2.2278
H 0.079 2.886 -0.955 -0.0024 -0.1654 0.0012
H 1.577 -1.390 1.414 0.1107 -0.0545 -0.0113
H 2.531 -0.445 0.248 0.0513 -0.0128 0.0370
H -0.370 1.278 2.190 0.1087 -0.0640 0.0593
H -1.547 0.530 1.116 -0.0525 0.1047 0.0279
H -0.633 -0.490 2.195 0.0946 -0.0846 0.1494
H 2.196 0.199 1.864 -0.1100 0.0796 -0.0555
N -0.370 0.051 -1.876 0.7143 0.3833 -0.7124
C -0.163 -1.014 -0.892 -2.0642 -0.9495 -2.3084
O -1.671 0.539 -1.878 -0.8671 -0.5713 0.8109
N -1.305 -1.604 -0.587 1.3141 0.6481 0.2250
H -2.108 -0.122 -1.256 0.0279 0.5069 -0.8678
H -0.068 -0.114 -2.833 -0.3889 -0.7138 0.2332
H -1.212 -2.511 -0.151 0.2081 -0.0296 0.2208
H 0.739 -1.579 -1.159 0.1372 0.2805 0.7349

=====

Entry 3:
43
Properties=species:S:1:pos:R:3:forces:R:3 method="wB97M-V/def2-TZVPD" homo_ev="-11.69 / -11.84" energy_ha=-2025.6994 orbital_gap_ev="7.87 / 5.84" max_force_ha_per_bohr=0.010 multiplicity=5 total_charge=+1
Ru -0.018 0.263 0.095 -0.3545 0.3576 -0.1145
I 1.098 -1.434 2.207 0.1657 -0.1882 0.0537
C 1.255 0.287 3.363 -0.0352 -0.1775 -0.1398
C 1.723 0.169 4.638 0.0497 0.1599 0.1992
C 1.876 1.334 5.415 0.0337 -0.1838 0.0394
C 1.566 2.551 4.884 -0.0323 0.1552 -0.0501
C 1.079 2.669 3.561 -0.0215 0.1590 0.0003
C 0.761 3.940 3.015 0.0522 -0.0053 0.1404
C 0.285 4.070 1.740 -0.0287 0.0136 -0.0901
C 0.090 2.928 0.948 0.0676 -0.0087 0.2150
C 0.398 1.669 1.438 -0.0241 -0.2451 0.0768
C 0.904 1.508 2.766 -0.0682 0.2811 -0.0691
H 1.981 -0.797 5.050 -0.0030 0.0113 -0.0013
H 2.246 1.252 6.429 -0.0126 -0.0053 -0.0393
H 1.691 3.452 5.473 -0.0069 -0.0222 -0.0309
H 0.906 4.819 3.634 -0.0127 -0.0801 -0.0383
H 0.053 5.047 1.334 0.0164 -0.0602 0.0184
H -0.285 3.050 -0.059 -0.0294 0.0050 -0.0738
O 3.950 -0.351 -4.443 0.0313 -0.1938 0.2517
C 3.625 -1.566 -4.019 0.0742 0.1743 -0.0115
O 4.075 -2.570 -4.495 -0.0139 0.0002 -0.0512
C 2.655 -1.669 -2.880 -0.0479 0.1621 -0.2935
C 2.318 -2.881 -2.335 -0.0131 -0.2861 0.2770
N 1.451 -2.645 -1.335 -0.0895 -0.0162 -0.0234
N 1.172 -1.338 -1.211 0.0880 -0.4346 -0.0643
C 1.891 -0.741 -2.152 0.0124 0.2039 0.2298
C 1.751 0.736 -2.249 -0.1374 0.3014 0.2943
O 2.264 1.356 -3.151 0.1991 0.1110 -0.0285
O 1.036 1.287 -1.294 0.0326 -0.4066 -0.2172
H 3.512 0.344 -3.904 -0.1803 0.0654 -0.3147
H 2.656 -3.871 -2.603 -0.0297 0.0766 0.0537
H 0.993 -3.323 -0.751 -0.0363 -0.0302 0.0151
S -2.158 -0.074 1.027 0.3725 0.0122 -0.2165
C -2.642 -0.331 -0.653 0.0066 -0.0168 0.0932
C -3.911 -0.564 -1.138 -0.2160 -0.0363 -0.0968
C -4.056 -0.704 -2.512 -0.0651 -0.0061 0.0425
C -2.949 -0.607 -3.349 -0.0966 -0.0306 -0.0419
C -1.715 -0.377 -2.780 0.1298 0.0052 0.2413
N -1.580 -0.252 -1.454 0.1923 0.1544 -0.3056
H -4.755 -0.622 -0.462 0.0153 -0.0074 -0.0481
H -5.037 -0.882 -2.933 0.0238 0.0031 0.0194
H -3.040 -0.706 -4.423 -0.0163 0.0084 0.0755
H -0.815 -0.290 -3.376 0.0079 0.0200 0.0240

=====

Entry 4:
6
Properties=species:S:1:pos:R:3:forces:R:3 method="wB97M-V/def2-TZVPD" homo_ev=-9.37 energy_ha=-2706.0313 orbital_gap_ev=5.58 max_force_ha_per_bohr=0.079 multiplicity=1
C -0.168 -0.521 -1.558 -0.2466 0.3741 3.5719
C -0.266 0.066 -0.327 2.0806 1.2233 -3.2700
N -0.083 -1.049 -2.601 1.1565 -1.5682 -1.9956
Br 1.985 -2.833 -2.548 -1.3838 1.2291 0.1567
H 0.413 0.974 -0.337 -1.1600 -1.0527 0.8409
H -0.956 -0.229 0.414 -0.4467 -0.2055 0.6961

=====

Entry 5:
109
Properties=species:S:1:pos:R:3:forces:R:3 method="wB97M-V/def2-TZVPD" homo_ev=-7.00 energy_ha=-6636.9161 orbital_gap_ev=6.71 max_force_ha_per_bohr=0.020 multiplicity=1
Ir 0.207 0.022 -0.124 0.6982 -0.4373 -0.6020
C 0.794 -3.088 -2.930 0.0794 -0.0120 0.0516
C 0.805 -3.317 -1.414 0.0321 -0.0022 -0.0725
C 2.205 -3.139 -0.831 0.0385 -0.0335 -0.0124
P -0.432 -2.206 -0.647 0.1342 0.5295 0.5034
C -2.049 -2.848 -1.276 -0.0775 -0.0883 0.1736
C -2.118 -4.376 -1.286 0.0384 -0.0212 0.0411
C -3.206 -2.295 -0.443 0.0394 -0.0101 -0.0760
C -0.446 -2.560 1.151 -0.3266 0.2931 0.1395
C -0.039 -3.736 1.765 -0.0359 -0.0143 0.0543
C -0.117 -3.891 3.146 -0.0320 0.1356 0.0553
C 0.314 -5.168 3.815 0.0063 -0.0218 0.0083
C -0.614 -2.824 3.897 0.0344 -0.0644 -0.0677
C -1.023 -1.633 3.314 0.0001 -0.0384 0.0629
C -0.947 -1.478 1.935 -0.0358 -0.3881 -0.7261
N -1.233 -0.311 1.216 -0.1909 0.0272 0.8729
C -2.390 0.407 1.258 -0.0215 0.0793 -0.4262
C -3.450 0.186 2.160 0.0566 0.0687 0.0039
C -4.611 0.921 2.061 -0.0129 0.0320 -0.0458
C -4.801 1.899 1.078 -0.0334 -0.0282 0.0785
C -6.080 2.690 1.009 -0.0054 0.0040 -0.0123
C -3.778 2.093 0.168 0.0372 -0.0021 0.0117
C -2.590 1.360 0.224 0.1744 -0.1944 0.2077
P -1.231 1.477 -0.973 -0.3720 0.3025 -0.3421
C -1.837 1.274 -2.708 -0.0063 0.0151 0.0833
C -3.008 2.196 -3.056 -0.0213 -0.0630 0.0356
C -2.175 -0.151 -3.105 -0.0492 0.1094 0.0035
C -0.534 3.204 -0.959 -0.0364 0.0222 0.0722
C -1.477 4.285 -0.426 0.0839 -0.0052 0.0403
C 0.103 3.628 -2.283 -0.0519 -0.0016 -0.0108
H 1.520 -3.751 -3.404 -0.0041 -0.0034 -0.0151
H 1.074 -2.062 -3.167 -0.0473 -0.0338 -0.0485
H -0.180 -3.282 -3.381 -0.0283 -0.0123 0.0148
H 0.468 -4.336 -1.205 0.0317 0.0050 -0.0164
H 2.529 -2.102 -0.891 -0.0009 -0.0110 0.0554
H 2.915 -3.745 -1.399 -0.0215 -0.0344 0.0122
H 2.252 -3.452 0.211 0.0160 0.0262 0.0493
H -2.126 -2.474 -2.296 -0.0357 -0.1352 0.0510
H -1.946 -4.779 -0.285 0.0033 -0.0027 -0.0086
H -1.407 -4.836 -1.971 -0.0192 0.0202 -0.0221
H -3.118 -4.684 -1.595 -0.0021 0.0128 0.0057
H -3.164 -2.689 0.575 -0.0050 0.0203 -0.0037
H -4.153 -2.610 -0.885 -0.0086 0.0093 -0.0030
H -3.199 -1.210 -0.379 -0.0517 0.0216 -0.0541
H 0.346 -4.553 1.162 0.0036 -0.0034 0.0125
H 0.845 -5.818 3.120 -0.0017 0.0013 -0.0052
H -0.547 -5.722 4.196 0.0011 -0.0011 -0.0015
H 0.973 -4.970 4.661 0.0008 0.0093 0.0008
H -0.661 -2.921 4.976 -0.0012 -0.0031 0.0005
H -1.351 -0.805 3.929 0.0038 -0.0121 0.0102
H -3.363 -0.573 2.924 0.0131 0.0030 0.0097
H -5.407 0.730 2.772 -0.0013 0.0037 -0.0007
H -6.331 3.126 1.978 0.0054 0.0032 0.0001
H -6.924 2.065 0.706 0.0047 -0.0057 0.0037
H -5.997 3.505 0.291 -0.0006 -0.0029 -0.0031
H -3.911 2.837 -0.606 0.0104 0.0240 0.0027
H -0.955 1.560 -3.281 -0.0295 0.0400 0.0172
H -3.926 1.856 -2.573 0.0031 0.0042 -0.0328
H -3.169 2.158 -4.135 0.0013 -0.0075 -0.0050
H -2.846 3.237 -2.790 0.0605 0.0674 0.0588
H -3.032 -0.530 -2.546 0.0005 0.0086 0.0321
H -1.316 -0.796 -2.954 0.0914 0.0066 -0.0718
H -2.439 -0.168 -4.164 0.0300 -0.0335 -0.0105
H 0.258 3.106 -0.218 -0.0422 -0.0457 -0.0818
H -2.329 4.488 -1.075 -0.0298 -0.0274 -0.0659
H -0.900 5.210 -0.352 -0.0202 0.0162 0.0098
H -1.852 4.049 0.569 -0.0106 -0.0268 0.0083
H -0.646 3.911 -3.027 -0.0287 0.0128 -0.0058
H 0.730 2.852 -2.716 0.0651 -0.0270 0.0293
H 0.729 4.503 -2.093 -0.0129 -0.0318 -0.0177
Br 7.057 -1.509 -2.024 -0.0017 -0.0005 -0.0051
C 5.546 -0.981 -3.032 0.0211 -0.0099 -0.0029
C 5.615 -0.950 -4.417 0.0116 -0.0095 0.0143
N 4.585 -0.587 -5.174 -0.0291 0.0167 0.0078
C 3.455 -0.240 -4.560 0.0072 0.0207 -0.0394
C 3.300 -0.244 -3.180 -0.0668 0.0130 0.0183
C 4.375 -0.628 -2.394 0.0183 0.0056 -0.0147
C 1.976 0.139 -2.571 0.0476 -0.0076 0.1675
O 1.068 0.545 -3.283 -0.0747 -0.0116 -0.0752
O 1.922 -0.032 -1.294 0.0710 0.3451 -0.0547
H 6.530 -1.228 -4.927 -0.0027 0.0008 0.0024
H 2.622 0.059 -5.185 0.0063 -0.0053 0.0000
H 4.290 -0.636 -1.318 0.0069 0.0043 0.0654
O 0.801 1.644 1.010 -0.0675 -0.5543 -0.1523
C 2.108 1.857 1.438 -0.2025 0.1254 0.1239
C 2.784 2.907 0.555 0.1927 0.1402 0.0715
C 2.878 4.246 0.822 -0.0767 -0.0747 -0.0330
C 3.446 4.999 -0.239 0.0319 -0.0015 -0.0095
C 3.794 4.216 -1.295 0.0092 0.0557 0.0015
S 3.420 2.578 -1.013 -0.0627 -0.1020 -0.0094
C 1.974 2.431 2.850 0.0925 0.0667 -0.0284
C 0.854 2.976 3.395 -0.0283 -0.0154 0.0345
C 1.067 3.466 4.716 0.0328 0.0028 0.0134
C 2.347 3.283 5.138 -0.0477 -0.0078 0.0052
S 3.297 2.504 3.945 0.0560 0.0481 0.0305
C 2.884 0.555 1.570 0.0237 -0.1274 0.0687
C 2.375 -0.585 2.129 -0.0975 0.0412 -0.1588
C 3.348 -1.605 2.300 0.0379 -0.0417 -0.0594
C 4.584 -1.212 1.886 -0.0009 -0.0420 0.0321
S 4.570 0.392 1.294 -0.0502 0.0609 -0.1289
H 2.540 4.683 1.750 -0.0095 -0.0172 0.0486
H 3.597 6.068 -0.207 0.0025 0.0076 -0.0041
H 4.248 4.511 -2.227 0.0110 0.0145 0.0073
H -0.087 3.006 2.867 0.0080 -0.0092 -0.0232
H 0.300 3.929 5.321 -0.0020 0.0029 0.0009
H 2.778 3.546 6.090 0.0020 -0.0007 0.0016
H 1.349 -0.659 2.463 0.0492 0.0315 0.0651
H 3.134 -2.579 2.719 0.0010 -0.0098 -0.0129
H 5.501 -1.780 1.882 -0.0069 -0.0034 0.0154

=====

Entry 6:
40
Properties=species:S:1:pos:R:3:forces:R:3 method="wB97M-V/def2-TZVPD" homo_ev=-7.55 energy_ha=-1467.4623 orbital_gap_ev=9.88 max_force_ha_per_bohr=0.068 multiplicity=1 total_charge=-1
O 0.640 -0.907 -2.129 -0.7413 0.9316 2.4117
C 0.249 -0.494 -1.037 -0.0781 -0.5057 -2.3125
O 0.658 -0.874 0.161 -0.4973 0.5690 -1.3731
B -0.213 -0.209 1.146 0.9771 -1.3614 0.4717
O -1.062 0.727 0.481 -0.9852 0.2360 -0.8061
C -0.922 0.611 -0.834 0.4632 1.0642 -2.3225
O -1.438 1.293 -1.726 1.0890 -1.9775 2.6525
O 0.633 0.437 2.128 -0.9689 0.0948 -0.8254
C 0.445 -0.175 3.257 2.1492 0.3012 2.5880
O 1.109 0.111 4.230 -0.8884 -0.4820 0.0613
C -0.560 -1.341 3.141 -0.8300 -0.5237 1.7354
O -0.895 -1.358 1.863 -0.5856 0.1719 0.5750
O -0.951 -2.032 4.093 0.8988 1.4807 -2.8603
O -0.889 4.311 -6.839 -0.0866 0.2465 -0.1969
H -1.561 3.662 -6.631 -0.1407 -0.1872 0.0342
H -0.214 4.179 -6.173 0.2808 -0.0828 0.1577
O 3.331 3.915 4.719 0.2105 0.1134 -0.1357
H 2.768 3.218 5.057 -0.1862 -0.3478 -0.0181
H 3.143 4.668 5.279 -0.0341 0.1867 0.1061
O -3.316 -6.995 4.071 0.0715 -0.2524 -0.0350
H -4.170 -6.982 4.503 -0.1987 -0.0129 0.0976
H -3.081 -6.072 3.975 0.1469 0.2859 -0.0654
O 2.798 3.142 -5.015 -0.0194 0.2323 -0.2829
H 2.588 3.358 -4.107 -0.0512 0.0209 0.3309
H 3.100 2.234 -4.983 0.0231 -0.2460 0.0226
O -6.498 2.979 -1.755 -0.2466 0.0622 -0.1594
H -5.621 3.362 -1.726 0.2768 0.0629 -0.0369
H -6.597 2.541 -0.910 -0.0107 -0.1404 0.1906
O 0.102 -3.445 9.346 -0.0038 0.0765 0.2749
H 0.343 -4.368 9.268 0.0717 -0.2091 -0.0158
H -0.197 -3.200 8.470 -0.0664 0.1501 -0.2824
O 3.376 3.060 -0.718 -0.0267 0.0167 -0.3238
H 4.186 3.509 -0.475 0.1975 0.0906 0.0556
H 2.919 2.923 0.111 -0.1950 -0.1170 0.2459
O 3.379 -4.646 -3.262 0.1759 -0.2032 -0.2088
H 3.529 -4.641 -2.317 0.0314 0.0444 0.2343
H 2.552 -4.178 -3.376 -0.2218 0.2021 -0.0111
O -1.225 -0.571 -7.429 -0.0532 0.0832 -0.2855
H -1.865 -0.544 -6.717 -0.1452 0.0442 0.2177
H -0.573 -1.210 -7.141 0.1976 -0.1188 0.0939